# 1
This record from the OMol25 dataset describes C7H18GdI2NO4P2 as an isolated structure in a non-equilibrium geometry. The level of theory is ωB97M-V with the def2-TZVPD basis set.

Atoms and positions in Å:
I1 -0.135 1.477 -4.892
I2 -1.980 -0.358 -4.260
Gd1 0.440 0.287 -0.182
P1 1.240 -2.103 -0.708
C1 0.381 -3.652 -0.442
C2 1.812 -2.018 -2.439
H1 2.464 -2.872 -2.672
H2 3.429 -3.021 0.019
H3 2.363 -1.080 -2.623
H4 3.370 -1.244 0.214
H5 -0.547 -3.659 -1.042
H6 0.943 -1.972 -3.116
C3 2.784 -2.176 0.313
H7 0.995 -4.535 -0.704
H8 2.546 -2.251 1.390
H9 0.060 -3.731 0.614
P2 -1.133 2.243 0.388
C4 -2.804 2.182 1.031
C5 -0.114 3.139 1.650
H10 -0.071 3.369 -1.507
H11 -1.461 4.313 -0.864
H12 -1.678 2.838 -1.906
C6 -1.093 3.304 -1.097
H13 0.942 3.206 1.332
H14 -0.488 4.162 1.822
H15 -3.218 3.185 1.245
H16 -2.832 1.569 1.952
H17 -0.093 2.587 2.607
H18 -3.454 1.664 0.303
C7 -1.745 -1.031 0.303
O1 -2.615 -1.627 0.781
O2 1.438 -0.184 3.779
N1 0.417 -0.588 3.264
O3 -0.504 -1.174 3.687
O4 0.343 -0.252 1.760

Results
- spin multiplicity = 8
- total charge = +2
- expectation value of S² = 16.57
- LUMO (spin up / spin down) (eV) = -9.12 / -9.20
- HOMO energy (spin up / spin down) (Ha) = -0.48080 / -0.54875
- orbital gap (spin up / spin down) (eV) = 3.962 / 5.734
- total energy (eV) = -72819.72349

Results of the Mulliken charge analysis, in e, for atoms 1 through 2:
1 I 0.03
2 I -0.01


# 2
This record from the OMol25 dataset describes a 2-piece molecular cluster, C7H18IN2 overall in a non-equilibrium geometry. The level of theory is ωB97M-V with the def2-TZVPD basis set.

Atoms and positions in Å:
C1 -0.431 -3.055 -0.287
C2 -2.514 -1.798 -0.097
C3 -1.391 1.793 0.074
C4 2.521 2.042 -1.060
C5 -1.043 -1.832 0.342
C6 -0.548 0.724 0.631
C7 2.232 1.410 0.220
N1 2.549 2.120 1.287
N2 -0.425 -0.514 -0.103
I1 2.875 -0.603 0.486
H1 0.636 -3.227 -0.213
H2 -1.034 -3.837 0.090
H3 -0.716 -2.847 -1.278
H4 -2.956 -0.800 -0.042
H5 -3.128 -2.350 0.551
H6 -2.742 -2.079 -1.131
H7 -2.334 1.992 0.735
H8 -1.828 1.261 -0.961
H9 -0.863 2.693 -0.190
H10 3.521 2.403 -1.315
H11 1.942 2.926 -1.190
H12 2.297 1.516 -1.906
H13 -0.963 -1.947 1.359
H14 -0.549 0.530 1.753
H15 2.632 1.619 2.117
H16 2.370 3.067 1.403
H17 0.615 -0.785 -0.245
H18 -0.726 -0.423 -1.033

Results
- total charge = +1
- energy relative to the best compared isomer or geometry (same formula, charge and spin) (kJ/mol) = 400.52
- LUMO (spin up / spin down) (eV) = -3.90 / -3.23
- HOMO energy (spin up / spin down) (Ha) = -0.38645 / -0.44301
- orbital gap (spin up / spin down) (eV) = 6.619 / 8.826
- total energy (eV) = -18621.24925

Results of the Mulliken charge analysis, in e, for atoms 1 through 2:
1 C -1.38
2 C -1.33


# 3
This record from the OMol25 dataset describes a 2-piece molecular cluster, C7H18N2 overall in a non-equilibrium geometry. The level of theory is ωB97M-V with the def2-TZVPD basis set.

Atoms and positions in Å:
C1 0.078 -0.236 2.100
C2 -0.583 -0.602 0.797
C3 -0.065 -1.862 0.151
C4 -2.071 -0.441 0.754
C5 -1.434 0.628 -0.120
N1 -1.815 0.555 -1.483
N2 -1.380 1.938 0.426
H1 0.057 -1.067 2.810
H2 1.137 -0.004 1.975
H3 -0.386 0.647 2.538
H4 -0.144 -2.728 0.815
H5 1.002 -1.769 -0.053
H6 -0.623 -2.100 -0.751
H7 -2.540 -0.059 1.652
H8 -2.634 -1.188 0.207
H9 -2.789 0.380 -1.697
H10 -1.357 1.241 -2.071
H11 -2.231 2.475 0.307
H12 -0.471 2.377 0.382
C6 2.054 -0.186 -1.762
C7 2.402 0.665 -0.378
H13 2.940 -0.817 -1.835
H14 2.105 0.463 -2.635
H15 1.192 -0.847 -1.827
H16 2.606 -0.028 0.436
H17 1.633 1.375 -0.085
H18 3.315 1.191 -0.654

Results
- energy relative to the best compared isomer or geometry (same formula, charge and spin) (kJ/mol) = 220.11
- structure (SMILES) = CC1(C)CC1(N)N.CC
- LUMO (eV) = 0.98
- HOMO energy (Ha) = -0.29143
- orbital gap (eV) = 8.907
- total energy (eV) = -10529.32843

Results of the Mulliken charge analysis, in e, for atoms 1 through 2:
1 C -1.47
2 C 1.71


# 4
This record from the OMol25 dataset describes an isolated ion of composition C7H18N3O2Se and charge +1 in a non-equilibrium geometry. The level of theory is ωB97M-V with the def2-TZVPD basis set.

Atoms and positions in Å:
N1 -2.530 0.925 1.561
C1 -1.904 -0.413 1.653
C2 -2.112 -0.962 0.278
N2 -0.927 -0.706 -0.483
C3 0.174 -1.327 -0.251
C4 1.689 -1.046 -0.484
O1 2.097 -0.497 -1.634
O2 2.345 -2.284 -0.198
C5 1.998 -0.057 0.718
Se1 3.674 0.929 0.388
C6 -0.970 0.426 -1.605
C7 -0.037 1.530 -1.328
N3 0.109 1.933 0.043
H1 -3.415 0.860 1.926
H2 -1.920 1.575 2.006
H3 -0.822 -0.302 1.969
H4 -2.464 -1.027 2.334
H5 -2.259 -2.065 0.349
H6 -2.977 -0.498 -0.109
H7 0.120 -2.161 0.411
H8 1.950 -1.086 -2.411
H9 3.151 -2.327 -0.744
H10 1.167 0.633 0.806
H11 1.906 -0.859 1.571
H12 4.464 -0.334 0.831
H13 -2.071 0.861 -1.616
H14 -0.869 -0.019 -2.619
H15 -0.388 2.372 -1.980
H16 0.931 1.243 -1.794
H17 -0.782 1.931 0.422
H18 0.673 2.750 -0.008

Results
- total charge = +1
- energy relative to the best compared isomer or geometry (same formula, charge and spin) (kJ/mol) = 72.50
- structure (SMILES) = NCC[N+](=CC(O)(O)C[SeH])CCN
- LUMO (eV) = -4.30
- HOMO energy (Ha) = -0.43378
- orbital gap (eV) = 7.500
- total energy (eV) = -81452.99619

Results of the Mulliken charge analysis, in e, for atoms 1 through 2:
1 N -0.53
2 C -0.26


# 5
This record from the OMol25 dataset describes a 2-piece molecular cluster, C7H18N4 overall in a non-equilibrium geometry. The level of theory is ωB97M-V with the def2-TZVPD basis set.

Atoms and positions in Å:
C1 0.442 0.290 1.025
C2 -3.410 0.166 -3.205
C3 3.747 -2.349 -0.005
C4 0.101 2.272 3.097
C5 -2.524 0.763 -2.226
C6 2.890 -1.125 0.260
C7 -0.892 1.999 1.985
N1 -2.134 0.180 -1.154
N2 1.538 -1.339 -0.157
N3 -0.621 1.014 1.028
N4 0.491 -0.706 0.111
H1 1.261 0.428 1.735
H2 -2.963 0.205 -4.204
H3 -3.703 -0.854 -2.963
H4 -4.306 0.792 -3.298
H5 4.783 -2.125 0.235
H6 3.435 -3.188 0.612
H7 3.709 -2.645 -1.052
H8 1.042 2.650 2.696
H9 -0.304 3.033 3.758
H10 0.299 1.382 3.692
H11 -2.482 -0.756 -0.955
H12 -2.161 1.769 -2.414
H13 2.922 -0.842 1.319
H14 3.290 -0.266 -0.302
H15 -1.141 2.920 1.433
H16 -1.868 1.709 2.412
H17 1.407 -2.136 -0.792
H18 -1.552 0.609 -0.397

Results
- total charge = +2
- energy relative to the best compared isomer or geometry (same formula, charge and spin) (kJ/mol) = 201.57
- LUMO (eV) = -9.77
- HOMO energy (Ha) = -0.67180
- orbital gap (eV) = 8.506
- total energy (eV) = -13493.12328

Results of the Mulliken charge analysis, in e, for atoms 1 through 2:
1 C -0.23
2 C -1.07


# 6
This record from the OMol25 dataset describes a 2-piece molecular cluster, C7H18N6O overall in a non-equilibrium geometry. The level of theory is ωB97M-V with the def2-TZVPD basis set.

Atoms and positions in Å:
C1 -0.156 0.787 2.065
C2 -2.496 1.248 1.593
C3 -1.361 0.413 1.077
C4 -3.129 2.222 3.842
C5 4.387 -2.260 -2.730
C6 -0.232 -0.368 -0.809
C7 -0.011 -0.351 -2.385
N1 1.000 0.332 1.770
N2 -3.524 1.448 0.824
N3 -0.736 1.240 3.155
N4 -1.007 0.493 -0.330
N5 -2.223 1.770 2.754
N6 2.899 -2.614 -2.859
O1 1.331 -0.377 -2.893
H1 -1.524 -0.686 1.391
H2 -4.109 2.535 3.372
H3 -3.191 1.371 4.457
H4 -2.564 3.008 4.169
H5 4.554 -1.648 -1.830
H6 5.134 -3.123 -2.649
H7 4.663 -1.673 -3.569
H8 -3.454 1.216 -0.130
H9 0.388 -1.129 -0.386
H10 -0.647 0.469 -2.706
H11 -0.285 -1.342 -2.794
H12 1.770 0.496 2.352
H13 -4.204 2.153 0.972
H14 -0.488 1.843 3.852
H15 2.277 -1.827 -2.618
H16 2.536 -3.413 -2.354
H17 2.716 -2.764 -3.922
H18 1.687 0.530 -2.681

Results
- total charge = +2
- energy relative to the best compared isomer or geometry (same formula, charge and spin) (kJ/mol) = 17.37
- LUMO (eV) = -5.54
- HOMO energy (Ha) = -0.58150
- orbital gap (eV) = 10.285
- total energy (eV) = -18520.73813

Results of the Mulliken charge analysis, in e, for atoms 1 through 2:
1 C 0.03
2 C 0.24